Computed, not measured: a 3-piece molecular cluster, C47H52BFN3O8 overall in a non-equilibrium geometry, with the ωB97M-V functional and the def2-TZVPD basis.

```
112
Properties=species:S:1:pos:R:3:forces:R:3
C 2.1178 -2.0576 3.6481 0.563 1.227 1.088
C 1.6259 -0.5055 3.6819 -0.507 -1.990 -0.783
C 0.0311 -0.5518 3.9028 0.510 0.039 0.834
C -0.7156 0.8797 3.8570 1.889 -0.282 0.109
C 0.4576 2.0178 3.8305 -1.951 1.198 -0.099
C -1.6018 1.1557 2.5660 2.698 2.387 -0.414
C -0.8797 0.8147 1.1794 -0.756 -1.720 0.844
C -0.6413 1.9613 0.0843 0.333 -0.553 0.188
C 0.8175 1.6746 -0.5569 3.078 3.545 0.240
O 1.7455 2.4987 -0.3517 -5.272 -3.721 -0.865
O 1.1134 0.5543 -1.3915 -0.833 -0.727 2.091
C 1.8309 -0.4657 -0.6905 3.696 -0.882 2.795
C 1.4437 -2.0339 -0.7606 -0.255 0.062 -1.065
O 2.8275 -0.1925 0.0261 -4.042 -0.336 -2.668
C -1.7759 -0.5063 0.7648 2.078 0.681 -1.961
N -1.6017 -0.5481 -0.7035 -0.926 -0.859 0.619
C -3.2870 -0.4574 1.4093 1.043 0.138 -0.728
C -4.3669 0.1962 0.4207 -0.320 0.315 -0.819
C -5.1080 -0.7880 -0.5802 -0.116 -1.044 -1.218
N -4.6273 -1.8526 -1.1702 -0.492 2.821 2.019
B -3.6875 -1.9350 2.0592 -1.336 -1.691 1.141
C -2.5845 -2.9157 2.7865 -0.534 -0.695 -0.780
O -5.0283 -2.4543 2.0815 2.286 2.182 -0.003
N -3.0226 0.6423 2.4515 -1.294 1.256 0.257
C -3.7240 0.6102 3.7734 -0.731 0.940 2.413
C -5.3201 0.7546 3.7275 -0.373 -0.493 1.215
C -5.8750 0.1752 5.1462 0.483 -0.417 -0.940
F -7.2463 -0.2146 4.9823 2.026 0.901 0.352
H 2.0281 -2.4400 4.7326 -0.042 0.222 -1.798
H 1.5260 -2.6997 2.9183 0.874 0.825 0.954
H 3.2406 -2.0362 3.4223 -1.676 -0.334 0.042
H 2.2074 -0.0124 4.5250 -0.928 -0.331 -1.300
H 1.8537 -0.0762 2.6466 -0.063 -0.264 1.610
H -0.1226 -0.9786 4.9672 0.073 0.448 -1.758
H -0.3796 -1.3042 3.1528 0.407 1.018 1.021
H -1.2295 1.0240 4.8635 0.190 -0.086 -1.605
H 1.0177 2.0502 2.8387 -0.488 -0.262 1.531
H -0.1193 3.0213 3.8923 1.049 -1.352 -0.051
H 1.1197 1.9876 4.7531 -0.770 -0.226 -1.453
H -1.7038 2.2994 2.5397 -0.217 -1.494 0.341
H 0.1701 0.3711 1.3268 -1.672 0.672 0.381
H -0.5464 2.9629 0.6192 0.111 -1.304 -0.813
H -1.4580 2.0665 -0.7019 1.162 -0.301 0.926
H 2.2396 -2.6816 -0.2388 -1.076 1.558 -0.758
H 1.3713 -2.4032 -1.8508 -0.059 0.699 1.652
H 0.4429 -2.2628 -0.2655 1.241 0.558 -0.706
H -1.0777 -1.3399 1.1212 -1.809 0.817 -0.018
H -2.2012 0.0958 -1.2274 0.305 -0.620 0.176
H -1.5920 -1.4957 -1.0997 -0.192 0.722 0.047
H -3.8430 1.0021 -0.2282 -0.739 -1.186 0.925
H -5.2015 0.7873 0.9632 1.423 -1.078 -0.516
H -6.1897 -0.5110 -0.8761 1.758 -0.236 0.643
H -3.6579 -1.9492 -0.8265 -0.218 -0.315 -0.340
H -3.0690 -3.9233 3.0762 0.592 1.721 -0.397
H -1.7680 -3.1987 2.0188 -0.888 0.586 1.481
H -2.1646 -2.4502 3.7379 -0.224 -0.587 -1.357
H -5.6956 -1.7611 1.8960 0.344 -0.748 -0.215
H -3.4688 1.4738 2.0030 0.277 -0.819 0.326
H -3.3637 1.5580 4.3334 -0.434 -1.534 -0.971
H -3.3879 -0.2492 4.4689 -0.433 1.020 -1.673
H -5.8428 0.1366 2.9299 0.804 0.860 0.951
H -5.6414 1.8573 3.6728 0.562 -1.689 -0.286
H -5.7319 0.9568 5.9614 -0.630 -1.106 -0.958
H -5.2814 -0.7750 5.4036 -1.031 1.347 -0.272
C 8.1738 9.6691 -0.2705 -0.115 -0.160 0.010
C 8.3601 9.5299 -1.6441 -0.134 -0.166 -0.003
C 7.7309 8.4978 -2.3313 0.141 0.205 0.040
C 6.9217 7.5932 -1.6436 0.216 0.282 0.113
C 6.7548 7.7182 -0.2641 0.211 0.280 -0.079
C 7.3737 8.7656 0.4197 0.150 0.171 -0.062
C 5.9386 6.7359 0.4855 -0.087 0.119 0.894
O 5.7890 6.8464 1.6907 0.013 -0.035 -0.287
C 5.3143 5.6128 -0.2498 -0.195 -0.277 -0.082
C 4.5899 4.6468 0.4507 -0.083 -0.212 -0.207
C 3.9882 3.5951 -0.2329 0.852 0.474 0.328
C 4.1003 3.5094 -1.6188 0.195 0.242 -0.034
C 4.8256 4.4662 -2.3197 -0.162 -0.237 0.091
C 5.4424 5.5151 -1.6350 -0.196 -0.252 0.101
C 6.2417 6.5083 -2.3869 0.095 -0.066 -0.975
O 6.3437 6.4314 -3.5995 -0.036 0.016 0.331
H 8.6580 10.4803 0.2635 -0.055 -0.091 -0.047
H 8.9949 10.2281 -2.1799 -0.075 -0.075 0.046
H 7.8756 8.3975 -3.4022 -0.137 -0.114 0.146
H 7.2368 8.8760 1.4905 -0.066 -0.162 -0.142
H 4.4961 4.7094 1.5302 0.123 0.141 -0.145
H 3.4357 2.8482 0.3123 0.641 0.209 0.030
H 3.6250 2.6927 -2.1523 0.049 0.075 0.070
H 4.9133 4.3912 -3.3989 0.110 0.153 0.146
C -5.0681 -5.7247 -2.5963 0.182 -0.064 -0.143
C -4.2607 -4.9475 -1.7696 0.173 -0.070 -0.040
C -2.9231 -4.7497 -2.0888 -0.364 -0.022 0.096
C -2.3824 -5.3376 -3.2304 -0.220 0.022 0.149
C -3.1830 -6.1362 -4.0463 -0.290 0.128 0.306
C -4.5314 -6.3198 -3.7332 -0.103 0.095 0.190
C -2.6087 -6.8071 -5.2354 -0.520 -0.601 -0.647
O -3.3077 -7.5017 -5.9506 0.181 0.220 0.238
C -1.1700 -6.6264 -5.5349 0.350 -0.039 -0.149
C -0.6014 -7.2975 -6.6179 0.200 -0.017 -0.100
C 0.7463 -7.1235 -6.9150 -0.175 0.058 0.128
C 1.5285 -6.2722 -6.1378 -0.141 0.048 0.120
C 0.9674 -5.6059 -5.0544 0.138 -0.094 -0.161
C -0.3812 -5.7892 -4.7447 0.225 -0.060 -0.176
C -0.9604 -5.1036 -3.5688 0.557 0.455 0.376
O -0.2752 -4.3590 -2.8823 -0.180 -0.052 -0.061
H -6.1151 -5.8711 -2.3515 0.117 0.006 -0.034
H -4.6750 -4.4934 -0.8758 0.007 -0.054 -0.126
H -2.3006 -4.1384 -1.4423 0.094 -0.121 -0.169
H -5.1630 -6.9291 -4.3716 0.228 0.040 -0.012
H -1.2055 -7.9598 -7.2297 -0.058 0.143 0.175
H 1.1874 -7.6505 -7.7547 -0.063 0.057 0.089
H 2.5781 -6.1315 -6.3746 -0.115 -0.011 0.033
H 1.5832 -4.9478 -4.4499 -0.201 -0.075 0.009
```
Forces are in eV/Å.

Properties
Net charge: +1
Orbital gap (hartree): 0.279
HOMO energy (eV): -10.71